1.
50
Properties=species:S:1:pos:R:3:forces:R:3 method="wB97M-V/def2-TZVPD" multiplicity=1 total_charge=-2 e_homo_ev=-4.97 gap_ev=9.4853 e_lumo_ev=4.511
N 10.020770 -9.992760 14.310910 0.311 -0.422 -0.050
H 9.091230 -10.374810 14.210420 -0.314 0.375 -0.089
H 10.625130 -10.683420 14.732620 0.315 -0.763 0.652
H 10.125490 -9.119170 14.806860 -0.627 0.442 0.387
H 10.425670 -9.841450 13.398080 -0.277 0.122 -0.975
C 11.437320 -8.211160 9.552200 -0.138 1.851 -0.222
F 10.941810 -7.017920 9.894330 -0.799 -0.421 0.232
F 11.380270 -8.226640 8.183780 0.184 -0.900 1.386
F 12.717430 -8.131460 9.958760 -0.448 -1.195 -0.543
S 10.551300 -9.678280 10.445980 2.294 -0.397 0.454
O 11.021580 -10.861730 9.698120 -0.732 2.315 1.197
O 11.080740 -9.552790 11.851740 -1.310 0.352 -3.708
N 8.866010 -9.363360 10.221230 5.380 3.181 -1.167
S 8.335290 -10.633250 10.782700 -4.043 -3.489 4.963
O 8.491570 -11.797220 9.969250 -0.714 -0.364 0.037
O 8.613090 -10.778340 12.249290 -0.865 -0.375 -2.870
C 6.468950 -10.137620 10.801480 0.448 0.249 -0.835
F 6.169580 -9.166020 11.694520 0.433 -0.707 -1.375
F 6.111840 -9.746600 9.492060 0.181 -0.397 2.251
F 5.740760 -11.206080 11.141410 0.097 0.244 -0.403
C 7.991930 -6.884430 17.064360 0.229 1.799 -1.955
F 9.030770 -6.271290 17.683260 -1.435 -0.739 -0.038
F 7.801970 -8.099490 17.495140 0.071 -0.345 0.568
F 6.829080 -6.155420 17.218620 1.610 -0.939 0.262
S 8.380050 -6.855680 15.154990 -4.128 0.890 -1.133
O 7.475160 -7.791510 14.467420 1.855 0.358 1.611
O 8.027060 -5.441150 14.800040 1.794 -3.123 1.256
N 9.976970 -7.447110 15.120210 -5.187 -1.578 1.987
S 10.695870 -6.242630 14.647860 5.427 6.785 -2.391
O 10.382160 -5.842460 13.289470 0.509 -0.653 0.233
O 10.758440 -5.098140 15.573040 0.344 -1.838 -0.537
C 12.497910 -6.990240 14.614310 -2.664 1.584 1.495
F 13.338960 -5.934610 14.831310 -0.125 -1.619 -0.839
F 12.519980 -7.792700 15.701420 1.017 0.039 -0.709
F 12.711010 -7.681580 13.510580 0.786 0.403 0.422
C 12.151860 -10.403940 17.742980 -2.328 -1.881 -4.171
F 13.317470 -10.124420 17.239810 1.109 0.420 0.332
F 12.049820 -10.414370 18.990090 1.016 0.005 4.305
F 11.254220 -9.491900 17.330120 -0.020 0.102 -0.720
S 11.578990 -12.180470 17.171060 0.158 1.557 -0.253
O 12.520040 -13.117140 17.761810 -0.504 1.094 -1.038
O 10.237510 -12.239640 17.669040 -0.386 0.047 -0.413
N 11.549770 -11.893310 15.415880 -0.451 0.687 4.014
S 12.533280 -12.939340 14.886290 3.158 -2.421 -0.506
O 13.952430 -12.666730 15.174540 -1.613 -0.204 -0.783
O 12.048110 -14.252390 15.253140 0.377 -0.316 -0.938
C 12.427650 -12.746870 13.011350 -1.757 -0.574 1.871
F 13.190410 -13.680500 12.492660 -0.111 -0.890 -0.635
F 11.119060 -12.849870 12.599790 1.664 -0.003 0.112
F 12.924070 -11.601410 12.691790 0.213 1.651 -0.733

---

2.
20
Properties=species:S:1:pos:R:3:forces:R:3 method="wB97M-V/def2-TZVPD" multiplicity=1 total_charge=+1 e_homo_ev="-12.96 / -12.20" gap_ev="8.7891 / 7.5051" e_lumo_ev="-4.175 / -4.698"
C 0.570848 -1.106637 -0.322529 2.120 0.214 0.564
C 1.711125 -0.385587 -0.234658 -5.229 -0.693 0.687
C -1.429680 0.498385 -0.814565 -1.991 -0.985 -0.601
C -0.083914 0.987205 0.733735 1.417 -1.767 -2.747
C -0.628392 -0.357333 0.150262 -0.496 -0.729 2.353
C 3.029681 -0.065240 -0.533812 3.105 0.030 1.077
C -1.533610 -1.252404 1.018169 -2.282 -0.556 -2.240
N -0.985067 1.784060 -0.205854 3.047 0.350 -1.131
H 0.617064 -2.226822 -0.432457 -0.144 1.190 -0.377
H -1.000875 0.335810 -1.767378 -0.289 0.358 -1.411
H -2.604397 0.355161 -0.739238 2.622 0.483 -0.461
H -0.226171 1.352387 1.692250 0.206 0.198 2.106
H 3.068711 0.218928 -1.569320 0.380 0.470 -0.466
H 3.812358 -0.919889 -0.383393 -1.515 1.220 -0.038
H 3.317438 0.774787 0.167689 0.109 -0.808 -0.956
H -1.183253 -2.232046 1.209413 0.965 -1.001 -0.095
H -2.541853 -1.476784 0.461693 1.680 0.595 1.026
H -1.770292 -0.918487 1.984231 -0.373 1.139 1.215
H -0.389198 2.530204 -0.719340 -1.983 -1.459 0.670
H -1.750523 2.104302 0.305102 -1.349 1.751 0.826

---

3.
78
Properties=species:S:1:pos:R:3:forces:R:3 method="wB97M-V/def2-TZVPD" multiplicity=6 total_charge=0 e_homo_ev="-7.66 / -7.66" gap_ev="7.1992 / 6.9042" e_lumo_ev="-0.465 / -0.760"
Fe -0.436505 1.925431 0.253760 0.776 0.157 -0.220
N 3.741804 0.888792 -0.468734 -0.091 0.118 -0.231
C 2.683234 1.596102 -0.024910 0.219 0.001 0.125
S 1.732374 2.528113 -1.120285 0.290 -0.076 0.104
N 2.514553 1.584203 1.296928 -0.297 0.243 -0.199
N 1.326621 2.139521 1.603922 0.204 -0.230 -0.032
C 1.185486 2.751427 2.712924 -0.269 0.208 0.171
C -0.101008 3.430333 2.900108 0.221 -0.042 0.079
C -0.343805 4.286062 3.967310 -0.018 0.067 0.139
C -1.541061 4.978509 4.015532 0.046 0.028 0.080
C -2.471064 4.802494 3.001200 0.007 -0.006 0.000
C -2.164587 3.914012 1.986943 0.006 -0.145 -0.020
N -1.016435 3.234785 1.943495 -0.385 0.102 -0.305
H 3.901940 0.828775 -1.457602 0.022 -0.011 0.015
H 4.216123 0.264367 0.161107 -0.008 -0.020 0.032
H 2.001189 2.871166 3.421194 -0.012 0.023 -0.003
H 0.411105 4.410310 4.733682 -0.023 0.023 -0.024
H -1.744207 5.659681 4.832636 0.012 -0.020 -0.014
H -3.409354 5.339107 2.991337 0.015 -0.025 0.005
H -2.859312 3.721949 1.177109 0.058 -0.001 -0.029
N -0.517680 4.030787 -3.142657 0.074 0.062 -0.103
C -1.080822 3.028906 -2.441143 0.068 0.199 0.190
O -1.207202 3.188951 -1.188746 -0.332 -0.189 -0.246
C -1.519224 1.869882 -3.139560 0.067 -0.075 -0.203
C -1.183006 1.694244 -4.510725 -0.068 0.104 0.251
N -0.846551 1.607797 -5.611699 -0.099 0.059 0.033
C -2.332873 0.907588 -2.515405 -0.074 0.288 0.569
N -2.990069 -0.142432 -2.890125 -0.348 -0.427 0.374
H -0.021828 4.726654 -2.611907 0.014 -0.012 -0.002
H -0.293507 3.909799 -4.116204 -0.007 0.014 0.000
C -0.535898 0.371073 4.204621 0.063 -0.118 0.285
S -1.234938 0.081310 2.593784 0.152 -0.197 -0.535
C -2.931653 0.399796 3.040894 -0.138 -0.015 0.085
O -1.109043 -1.380328 2.345434 -0.033 0.155 0.102
H -1.059937 -0.279851 4.906237 0.107 0.035 0.060
H -0.637670 1.418987 4.483588 -0.022 -0.050 0.032
H 0.516942 0.095713 4.142335 -0.035 0.024 0.047
H -3.001194 1.381913 3.511661 -0.037 -0.027 -0.026
H -3.229316 -0.393591 3.727428 -0.072 0.059 0.008
H -3.527078 0.371933 2.131554 0.012 -0.031 0.018
O 0.110764 -0.107167 -0.327234 -0.246 -0.198 0.111
P 0.507078 -1.502346 -0.733739 -0.009 0.137 -0.036
C 1.910957 -2.069164 0.249789 0.072 -0.002 0.129
C 2.710934 -3.147640 -0.129398 0.016 0.015 0.017
C 3.776896 -3.539435 0.665925 -0.035 0.042 -0.014
C 4.053500 -2.854921 1.844379 -0.002 0.012 -0.016
C 3.260187 -1.783690 2.227053 0.001 -0.001 -0.011
C 2.187599 -1.395927 1.434658 -0.039 -0.187 -0.013
C 0.975068 -1.536730 -2.464700 0.101 0.054 -0.173
C 1.128707 -0.322800 -3.129373 0.037 -0.091 -0.032
C 1.480459 -0.310693 -4.474814 0.067 -0.017 0.023
C 1.687681 -1.504034 -5.149135 -0.002 0.001 0.039
C 1.524937 -2.719066 -4.490308 -0.002 0.049 0.012
C 1.159117 -2.737931 -3.155109 -0.042 0.040 -0.074
C -0.724715 -2.807758 -0.613712 -0.180 -0.059 0.132
C -0.777559 -3.649508 0.498010 -0.022 0.020 -0.095
C -1.752513 -4.631126 0.578409 -0.001 0.005 -0.034
C -2.681247 -4.775422 -0.444421 0.016 -0.014 0.037
C -2.632197 -3.946173 -1.555348 0.054 0.046 -0.007
C -1.652415 -2.968641 -1.644676 -0.054 0.034 0.102
H 2.512176 -3.683722 -1.048065 -0.001 0.018 -0.005
H 4.395081 -4.375322 0.364372 -0.007 0.009 0.001
H 4.891825 -3.156513 2.460225 -0.014 -0.003 -0.005
H 3.480015 -1.239839 3.137612 -0.013 -0.004 -0.018
H 1.575023 -0.556163 1.716280 -0.023 -0.018 0.033
H 0.968266 0.607849 -2.594788 0.057 -0.140 -0.054
H 1.564623 0.634357 -4.995932 0.026 -0.072 0.019
H 1.957218 -1.492695 -6.197733 -0.013 0.007 0.006
H 1.660399 -3.650689 -5.024828 0.001 0.008 0.001
H 0.969183 -3.687026 -2.667390 0.038 0.019 0.007
H -0.064049 -3.530745 1.300666 0.000 0.031 0.039
H -1.791420 -5.280777 1.443105 0.003 0.006 0.001
H -3.445845 -5.539588 -0.374867 0.013 0.006 -0.001
H -3.355303 -4.055611 -2.353169 0.010 0.007 0.004
H -1.619150 -2.325721 -2.514295 -0.022 0.032 -0.007
O -3.529259 -0.316908 -1.494367 -0.059 -0.327 -0.576
N -2.858840 0.851550 -1.165026 0.335 0.455 -0.684
O -2.447746 1.063431 -0.025045 -0.123 -0.174 0.532

---

4.
58
Properties=species:S:1:pos:R:3:forces:R:3 method="wB97M-V/def2-TZVPD" smiles="COc1ccc(CC(=O)Nc2cccc(S(=O)(=O)N3CCCCCC3)c2)cc1OC" multiplicity=1 total_charge=0 e_homo_ev=-8.47 gap_ev=8.9058 e_lumo_ev=0.431
C 7.628722 -0.068688 -0.224002 0.167 -0.076 0.162
H 7.920285 -1.099505 -0.449520 -0.024 0.033 0.021
O 6.670536 0.410988 -1.133049 -0.480 -0.001 -0.258
C 5.469209 -0.244561 -1.237295 0.164 0.077 0.031
C 5.130461 -1.334074 -0.445618 0.171 0.133 0.030
C 3.908861 -1.974300 -0.571048 -0.136 -0.003 -0.111
C 2.983985 -1.539881 -1.508357 0.259 -0.134 -0.021
C 3.315028 -0.449401 -2.298874 0.277 0.007 0.106
C 4.534944 0.210525 -2.190531 -0.169 -0.036 -0.053
O 4.669035 1.254312 -3.049940 -0.233 -0.299 0.186
C 5.862056 2.000725 -3.138735 0.396 0.366 -0.129
H 6.710808 1.374487 -3.420945 -0.064 0.064 0.019
H 6.088201 2.517488 -2.204102 -0.015 -0.038 -0.105
H 5.675996 2.734188 -3.923117 0.035 -0.046 0.056
H 2.621537 -0.079875 -3.037770 -0.096 0.084 -0.131
C 1.643847 -2.196448 -1.653698 -0.110 0.038 -0.057
H 1.379659 -2.315037 -2.705723 -0.064 -0.027 0.083
C 0.500615 -1.427084 -0.995837 0.364 -0.210 0.045
O -0.651912 -1.564811 -1.332999 -0.329 -0.044 -0.185
N 0.906937 -0.622714 0.028090 0.329 0.123 0.146
C 0.082225 0.157672 0.840357 -0.409 0.127 0.230
C -1.128470 0.665060 0.374266 0.151 -0.069 -0.225
C -1.936803 1.374760 1.237793 -0.499 0.201 -0.110
C -1.561088 1.629980 2.542566 -0.093 0.129 0.157
C -0.331161 1.172910 2.988347 -0.039 0.008 -0.071
C 0.480949 0.432820 2.147907 -0.041 -0.030 -0.139
H 1.433164 0.062696 2.500944 0.087 -0.068 0.045
H -0.008166 1.383450 3.996517 0.021 0.021 0.081
H -2.222592 2.199019 3.174940 -0.038 0.071 0.137
S -3.567313 1.875945 0.670436 -0.253 0.087 0.131
O -3.490236 2.259181 -0.706728 0.216 -0.353 -0.094
O -4.092008 2.816442 1.618915 0.194 -0.204 0.189
N -4.485820 0.498203 0.764143 0.409 1.013 -0.188
C -4.761261 0.032361 2.102055 0.021 -0.077 0.653
C -3.940278 -1.177883 2.558413 -0.291 -0.089 -0.018
H -2.927560 -1.112367 2.156357 0.119 0.018 0.055
C -4.584436 -2.503616 2.154694 0.312 -0.020 -0.111
H -5.626717 -2.499811 2.483503 -0.058 -0.033 0.064
H -4.078842 -3.317885 2.679999 -0.080 -0.027 0.039
C -4.528647 -2.790292 0.656237 -0.294 -0.011 0.151
H -3.488396 -2.928082 0.351922 0.047 -0.054 -0.045
C -5.146944 -1.698934 -0.217702 0.312 -0.001 0.097
H -5.254716 -2.096385 -1.228571 -0.051 0.085 -0.002
H -6.140623 -1.432636 0.142048 -0.153 -0.001 -0.060
C -4.268769 -0.453299 -0.309365 -0.001 -0.137 -0.739
H -3.220042 -0.775939 -0.348158 -0.031 -0.049 -0.062
H -4.480992 0.098214 -1.227384 0.079 -0.228 -0.007
H -5.052788 -3.730998 0.469902 0.071 -0.041 -0.037
H -3.866284 -1.146830 3.647733 0.059 0.044 -0.004
H -4.573464 0.892874 2.745863 -0.186 -0.185 0.141
H -5.828329 -0.206405 2.179863 0.065 0.072 0.051
H -1.431665 0.526775 -0.648876 0.037 -0.074 -0.078
H 1.881920 -0.680772 0.294030 -0.143 0.052 -0.131
H 1.655287 -3.192461 -1.202809 -0.033 0.015 -0.047
H 3.690973 -2.823223 0.060529 -0.037 -0.108 0.047
H 5.829407 -1.701398 0.288202 0.108 0.008 0.049
H 7.274018 -0.006250 0.810039 0.008 -0.024 -0.044
H 8.492692 0.583240 -0.345141 -0.028 -0.079 0.057

---

no.,largest force on an atom (Eh/bohr)
1,0.1752
2,0.1034
3,0.0173
4,0.0216